#i
C4H5NO3 | wB97M-V/def2-TZVPD

Positions of all 13 atoms, in Å:
C  2.2991  -0.6103  -1.4199
C  1.5592  0.5759  -1.4706
O  0.4447  0.8962  -0.6399
C  0.2151  0.0603  0.4663
O  1.0655  -0.6545  1.1251
C  -0.9491  0.5115  1.2926
N  -2.1909  0.1771  0.9777
O  -2.2995  -0.7415  -0.1284
H  3.0337  -0.8187  -2.1629
H  2.0555  -1.2515  -0.5261
H  1.6923  1.3134  -2.2236
H  -0.6407  1.1546  2.1450
H  -3.2362  -0.8628  -0.1408

The SMILES is C=COC(=O)/C=N\O. Its gap between HOMO and LUMO is 0.3583 hartree.

=====

#ii
C4H5NO3 | wB97M-V/def2-TZVPD

Positions of all 13 atoms, in Å:
C  2.8510  -0.3891  -0.0133
C  0.5466  0.1704  0.0596
C  -1.8579  0.0344  0.8258
C  -1.6485  0.2507  -0.5773
H  3.3110  -1.3462  -0.8332
H  -2.7482  -0.6250  1.1027
H  -1.5864  0.8642  1.2243
H  -1.3050  1.0363  -1.1741
H  -2.3700  -0.5858  -0.9434
N  -0.6489  -0.6634  0.1373
O  3.3807  0.6145  0.4377
O  1.5480  -0.7854  -0.0780
O  0.5276  1.4243  -0.1680

Its gap between HOMO and LUMO is 0.3971 hartree.

=====

#iii
C4H5NO3 | wB97M-V/def2-TZVPD

Positions of all 13 atoms, in Å:
C  -1.9476  -0.6710  -0.3123
C  -0.7817  -0.2732  0.1881
O  -0.4229  -0.0505  1.4475
C  0.8915  0.5303  1.4451
C  1.3276  0.5244  -0.0434
O  2.3752  0.8856  -0.4922
N  0.3332  -0.1987  -0.6745
O  0.1710  0.0951  -2.0117
H  -2.7021  -0.7526  0.4352
H  -2.1271  -0.7865  -1.3402
H  1.5944  -0.0913  1.9768
H  0.9632  1.5329  1.8783
H  0.3252  -0.7445  -2.4967

The SMILES is C=C1OCC(=O)N1O. Its gap between HOMO and LUMO is 0.3460 hartree.

=====

#iv
C4H5NO3 | wB97M-V/def2-TZVPD

Positions of all 13 atoms, in Å:
C  2.1035  0.6078  0.0372
C  0.8729  0.1115  -0.0117
O  0.7182  -1.2422  -0.0023
C  -0.6684  -1.5611  -0.0263
C  -1.3310  -0.1911  0.0139
O  -2.4968  0.1355  0.0265
N  -0.3436  0.7301  -0.0709
O  -0.5832  2.0447  -0.0121
H  2.8843  -0.2075  -0.0019
H  2.2550  1.6941  0.0157
H  -0.9284  -2.0408  0.9267
H  -0.9061  -2.1915  -0.9010
H  -1.5764  2.1106  0.0062

The SMILES is C=C1OCC(=O)N1O. Its gap between HOMO and LUMO is 0.3397 hartree.

=====

#iv (0.0022 hartree below the next structure)

=====

#i
C4H5NO3 | wB97M-V/def2-TZVPD

Positions of all 13 atoms, in Å:
C  -0.2025  -0.8657  -1.1317
C  0.8269  0.1452  -1.0529
C  0.8791  0.6983  0.3098
C  -0.8498  -0.8773  0.0274
H  0.7282  -1.9696  -2.4607
H  1.4312  0.4662  -2.0628
H  0.6366  1.6045  1.7678
H  -1.0298  1.0109  2.8048
H  -1.9028  -1.2450  0.2926
N  -0.1514  -0.0206  0.9958
O  -0.5841  -1.5856  -2.2142
O  1.3734  1.6464  1.0646
O  -1.1550  0.9922  1.6596

Its gap between HOMO and LUMO is 0.2788 hartree.

=====

#ii
C4H5NO3 | wB97M-V/def2-TZVPD

Positions of all 13 atoms, in Å:
C  0.7694  -1.5712  -1.4347
O  -0.0915  -0.4024  -1.9832
C  -0.5393  0.2410  -0.8199
N  -1.7661  0.6835  -0.4391
C  -1.3397  1.3713  0.7060
C  -0.1581  0.9578  1.2375
O  0.3840  0.9653  2.5096
O  0.5700  0.2509  0.1754
H  0.9601  -2.2271  -2.3280
H  1.6061  -1.0341  -1.0740
H  0.3267  -1.8922  -0.2395
H  -2.2083  1.9093  1.3533
H  1.4867  0.7479  2.3368

The SMILES is COc1ncc(O)o1. Its gap between HOMO and LUMO is 0.3183 hartree.

=====

#ii (0.0939 hartree below the next structure)

=====

#i
C3H13NO3 | wB97M-V/def2-TZVPD

Positions of all 20 atoms, in Å:
C  1.2106  2.0742  0.7500
N  0.5865  1.2899  -0.3077
C  1.2118  0.0149  -0.6757
C  0.4122  -0.7963  -1.6979
O  -0.9701  -0.8004  -1.3083
H  0.5349  2.8577  1.0831
H  1.4134  1.4090  1.5908
H  2.0974  2.5821  0.3880
H  -0.3994  1.1274  0.0081
H  1.2903  -0.5797  0.2347
H  2.2189  0.2388  -1.0281
H  0.7580  -1.8280  -1.6778
H  0.5420  -0.4330  -2.7106
H  -1.4695  -0.4241  -2.0440
H  -1.5867  -2.1345  0.9086
H  -0.9650  -2.9722  2.0518
O  -1.4872  -2.1853  1.8662
H  -1.6822  0.0436  1.6086
H  -1.6499  0.0110  0.1181
O  -2.0660  0.5047  0.8420

As for the net charge: +1. As for the expectation value of S²: 0.754. Its spin multiplicity is 2. Its gap between HOMO and LUMO (alpha / beta) is 0.4407 / 0.2539 hartree.

=====

#ii
C3H13NO3 | wB97M-V/def2-TZVPD

Positions of all 20 atoms, in Å:
C  -1.7582  -1.8200  -0.1825
C  -1.0887  -0.7052  -0.8411
C  -1.5382  0.5899  -0.9374
N  -0.8108  1.7018  -1.1617
H  -2.1036  -2.4626  -1.0131
H  -2.4647  -1.6625  0.6592
H  -1.0119  -2.5356  0.2222
H  -0.3233  -1.1483  -1.4976
H  -2.5013  0.7598  -0.4607
H  -1.3466  2.5488  -1.0149
H  -0.0605  1.8096  -1.8382
H  1.9248  -0.2916  -0.4238
H  2.1654  1.0637  -1.0755
O  2.2895  0.1238  -1.2211
H  0.7693  1.4596  1.0249
H  0.3311  2.0965  2.3770
O  0.9852  1.5349  1.9523
H  2.7793  -1.4445  1.5623
H  1.9144  -0.3572  2.1081
O  1.8486  -1.2611  1.7615

As for the net charge: +1. As for the expectation value of S²: 0.758. Its spin multiplicity is 2. Its gap between HOMO and LUMO (alpha / beta) is 0.3841 / 0.2681 hartree.

=====

#ii (0.0118 hartree below the next structure)